No. 1
Entry from the OMol25 dataset: a structure of composition CH18MnO10 at a distorted geometry (wB97M-V/def2-TZVPD).

Calculated values
- Charge: +4
- Orbital gap (alpha / beta): 3.27 / 2.94 eV
- Molar mass: 245.1 g mol⁻¹
- E_LUMO (alpha / beta): -0.66956 / -0.68166 Ha
- Multiplicity: 6

```
30
CH18MnO10 wB97M-V/def2-TZVPD
O 2.56567 0.97450 -1.49995
H 1.66440 0.80882 -1.07906
H 3.32581 0.96174 -0.87625
H 2.70626 0.23054 -2.11397
O -2.30278 0.92215 -2.69148
H -1.56211 0.60981 -2.06013
H -3.11229 0.40178 -2.54824
H -2.45397 1.87774 -2.48702
O 2.16384 -1.93951 1.58699
H 2.77151 -2.12985 0.84638
H 1.51889 -2.66780 1.57458
H 1.69319 -1.04993 1.50879
O -0.75208 -2.46596 -2.55892
H -1.25006 -2.68115 -1.74228
H 0.08262 -2.97794 -2.65454
H -0.51480 -1.50269 -2.54459
Mn -2.80357 -1.55357 0.76226
C -0.25828 0.26235 0.11699
O -0.15495 0.17064 -1.17962
O -1.39919 0.01130 0.72199
O 0.79162 0.36952 0.81682
O -2.30293 2.57407 1.81965
H -2.23038 1.69963 1.42519
H -1.44162 2.74437 2.22909
O 1.57907 3.07377 1.41302
H 2.22122 2.91964 2.11725
H 1.20627 2.21113 1.21827
O -0.49013 -1.30909 3.00537
H -0.44166 -0.52981 2.43404
H -0.81957 -2.01620 2.43936
```

=====

No. 2
Entry from the OMol25 dataset: the molecule C7H8S at a distorted geometry (wB97M-V/def2-TZVPD).

Calculated values
- Relative energy (zero: lowest compared OMol25 entry of this formula, charge and spin): 4.773 eV
- Orbital gap: 8.71 eV
- Molar mass: 124.2 g mol⁻¹
- E_LUMO: 0.02686 Ha
- SMILES string: CSC1=CC[C@H]2C=C12

```
16
C7H8S wB97M-V/def2-TZVPD
C -1.75415 0.68984 0.55058
C 0.09142 -1.06245 -1.28702
C -0.47820 0.46675 0.39260
C 0.51479 -0.58621 -0.08790
C -1.20984 -0.51069 -1.68364
C -1.39930 0.70469 -0.84025
C 2.17465 0.41956 1.99259
S 2.00346 -1.02761 0.74188
H -2.60963 0.98308 1.18984
H 0.38002 -2.08203 -1.57853
H -1.15350 -0.29552 -2.81144
H -1.86771 -1.30956 -1.61139
H -1.21400 1.64510 -1.53515
H 2.31616 0.21659 3.13616
H 1.18657 0.77252 1.91014
H 3.01926 0.97595 1.52153
```

=====

No. 3
Entry from the OMol25 dataset: a structure of composition C37H51N3O2TeY (wB97M-V/def2-TZVPD).

Calculated values
- Charge: -1
- Relative energy (zero: lowest compared OMol25 entry of this formula, charge and spin): 1.350 eV
- Orbital gap: 6.08 eV
- Molar mass: 786.3 g mol⁻¹
- E_LUMO: 0.08608 Ha

```
95
C37H51N3O2TeY wB97M-V/def2-TZVPD
Y 1.10061 1.07391 -0.75924
N 3.82129 1.72384 -1.48064
C 3.97058 3.13877 -1.16348
C 2.64406 3.87033 -1.39414
O 2.58786 5.08030 -1.44497
O 1.64104 3.05664 -1.50657
H 4.64584 1.19908 -1.21179
H 3.73011 1.61849 -2.48804
H 4.75890 3.64520 -1.73885
H 4.20993 3.23888 -0.10022
C -1.60905 2.04869 -4.37311
C -1.04060 2.67103 -3.08887
C -0.47269 4.05208 -3.37561
C -2.10461 2.62427 -2.01674
C -3.02145 3.65133 -1.94820
C -4.12456 3.57907 -1.10787
C -4.35934 2.38469 -0.46747
C -3.49330 1.29069 -0.54066
C -4.14736 -0.01442 -0.07687
C -3.88550 -1.21658 -0.97529
C -4.04428 -0.34724 1.41055
C -2.23604 1.47986 -1.17387
N -1.11412 0.67319 -1.03075
C -1.06084 -0.29544 -0.03289
C -0.08003 -1.23432 0.03140
N 1.04168 -1.29449 -0.82019
C 1.50111 -2.60471 -0.99683
C 2.87931 -2.94377 -1.00338
C 3.26292 -4.27342 -0.94727
C 2.34434 -5.30725 -0.94049
C 1.01037 -4.98520 -1.08543
C 0.57949 -3.66472 -1.15948
C -0.86276 -3.43432 -1.57303
C -1.08429 -3.95383 -2.99408
C -1.86034 -4.06891 -0.61046
C 3.99379 -1.93212 -1.13916
C 4.18978 -1.04757 0.08530
C 3.85147 -1.18425 -2.46405
H -0.87128 2.07470 -5.17556
H -2.49168 2.60163 -4.70309
H -1.90602 1.01430 -4.20728
H -0.22728 1.99794 -2.79485
H -1.20203 4.66165 -3.91371
H 0.40931 3.96852 -4.01198
H -0.17036 4.57429 -2.46992
H -2.87275 4.52844 -2.56044
H -4.81467 4.40560 -1.01613
H -5.28442 2.25127 0.08319
H -5.21446 0.20469 -0.23725
H -2.86524 -1.57780 -0.92647
H -4.09993 -0.96921 -2.01531
H -4.54161 -2.03953 -0.68076
H -3.06582 -0.71976 1.71678
H -4.77290 -1.12041 1.66376
H -4.26333 0.53147 2.01812
H -1.77926 -0.24010 0.78162
H -0.11942 -1.96880 0.83736
H 4.32228 -4.49848 -0.91445
H 2.66409 -6.33849 -0.86604
H 0.27635 -5.77432 -1.17783
H -1.04497 -2.35940 -1.60111
H -0.95097 -5.03425 -3.05281
H -0.38039 -3.49599 -3.68844
H -2.09504 -3.72203 -3.32983
H -1.72545 -5.14922 -0.55566
H -2.88509 -3.88432 -0.93308
H -1.75238 -3.67040 0.39819
H 4.91566 -2.52445 -1.23902
H 3.37653 -0.32627 0.20648
H 5.12888 -0.49534 0.02835
H 4.21103 -1.65235 0.98974
H 2.96089 -0.54943 -2.48495
H 3.73893 -1.90086 -3.27957
H 4.72659 -0.56793 -2.67961
C -0.22339 -0.30325 7.32758
C 0.06546 0.33068 5.99574
C -0.46398 1.55833 5.64737
C -0.19691 2.15509 4.41692
C -0.83164 3.48182 4.13232
C 0.63741 1.50841 3.49637
Te 1.14953 2.56151 1.72680
C 1.16664 0.25278 3.82930
C 2.07659 -0.50951 2.92668
C 0.87263 -0.30667 5.06734
H -0.89032 0.31875 7.92415
H 0.69030 -0.45851 7.90512
H -0.69759 -1.27885 7.21005
H -1.11651 2.07365 6.34279
H -1.62929 3.67429 4.84937
H -1.24586 3.52612 3.12617
H -0.10687 4.29485 4.19993
H 1.75644 -0.45599 1.88882
H 2.10635 -1.56353 3.20353
H 3.09449 -0.11423 2.97122
H 1.28938 -1.27894 5.30680
```

=====

No. 4
Entry from the OMol25 dataset: a structure of composition C3H5InMgO3 at a distorted geometry (wB97M-V/def2-TZVPD).

Calculated values
- Charge: +1
- Relative energy (zero: lowest compared OMol25 entry of this formula, charge and spin): 2.894 eV
- Orbital gap (alpha / beta): 6.04 / 5.54 eV
- Molar mass: 228.2 g mol⁻¹
- E_LUMO (alpha / beta): -0.20716 / -0.22539 Ha
- Multiplicity: 2

```
13
C3H5InMgO3 wB97M-V/def2-TZVPD
O -0.09440 1.87081 -0.48224
C -1.34673 1.56321 -0.17123
C -1.92951 0.34214 -0.17103
O -1.34729 -0.80752 -0.64448
C -0.17045 -1.33588 0.03198
In 1.01669 0.37284 -0.81349
H -1.95796 2.37505 0.25494
H -2.85895 0.18319 0.38287
H -0.03833 -2.33717 -0.41065
H -0.35175 -1.35295 1.12387
Mg 4.31276 0.50266 0.16519
O 2.53359 -0.22257 0.10950
H 2.23233 -1.15381 0.62477
```

=====

No. 5
Entry from the OMol25 dataset: the molecule C2H5NO at a distorted geometry (wB97M-V/def2-TZVPD).

Calculated values
- Relative energy (zero: lowest compared OMol25 entry of this formula, charge and spin): 3.528 eV
- Orbital gap: 9.53 eV
- Molar mass: 59.1 g mol⁻¹
- E_LUMO: 0.02856 Ha
- SMILES string: [O-][C@H]1C[NH2+]1

```
9
C2H5NO wB97M-V/def2-TZVPD
C 0.25039 -0.81020 0.25124
N -0.05866 0.35320 -1.01614
C -0.10892 0.51973 0.77974
O -1.06578 0.53712 1.59753
H -1.02660 0.34123 -1.31447
H 0.61928 0.42093 -1.76493
H 0.68145 1.29306 0.83135
H -0.57511 -1.52398 0.24319
H 1.28395 -1.13109 0.39248
```

=====

No. 6
Entry from the OMol25 dataset: a cluster of 21 separate species, H40IO20 in total at a distorted geometry (wB97M-V/def2-TZVPD).

Calculated values
- Charge: -1
- Relative energy (zero: lowest compared OMol25 entry of this formula, charge and spin): 0.000 eV
- Orbital gap: 8.58 eV
- Molar mass: 487.2 g mol⁻¹
- E_LUMO: 0.07530 Ha

```
61
H40IO20 wB97M-V/def2-TZVPD
I 1.35321 0.17748 -0.32405
O -3.08404 0.35482 -2.43218
H -2.92426 -0.40885 -1.87212
H -2.33974 0.37929 -3.05845
O 0.66763 5.11060 1.77637
H 0.56766 4.47012 2.49698
H 1.08816 4.70916 1.00495
O -0.36292 0.35017 -3.72088
H 0.52957 0.17585 -3.33501
H -0.46522 1.30979 -3.71256
O -1.99474 -1.82999 2.30312
H -2.47504 -2.59653 2.65728
H -1.04035 -2.13612 2.44460
O 3.59893 -1.31383 -4.76640
H 3.74625 -0.94660 -3.86461
H 2.65388 -1.61666 -4.71773
O 1.37627 4.13057 -0.69975
H 0.60686 3.64523 -1.08354
H 1.90255 3.37695 -0.40848
O 0.07518 1.85487 2.77256
H 0.50239 1.54288 1.94245
H -0.83957 1.55459 2.72424
O 2.73699 -2.04112 2.25918
H 2.47585 -1.34223 1.70272
H 2.11517 -1.95074 3.01159
O -0.88816 2.64308 -1.36063
H -0.97533 3.19913 -0.56839
H -0.67183 1.75135 -1.15010
O 0.60653 -2.09805 -4.58303
H 0.35186 -1.33720 -5.08028
H 0.11806 -2.11482 -3.78508
O 6.78147 -2.92428 2.17377
H 5.99375 -2.99882 2.72006
H 6.78336 -1.96958 2.00327
O -2.55034 1.02658 3.05595
H -2.41386 0.01786 2.87911
H -3.16792 1.32299 2.36577
O -3.82195 1.97028 0.54098
H -4.07038 1.44362 -0.18952
H -3.17515 2.58517 0.11612
O 0.30047 -3.11354 -1.82186
H 0.95699 -2.51687 -1.56740
H -0.58619 -2.86601 -1.43911
O -1.14095 2.91204 -4.18561
H -1.93846 2.51638 -4.49828
H -1.21947 2.88607 -3.21867
O 0.51692 -0.87384 3.62041
H 0.61321 -1.30533 4.49382
H 0.16835 0.00974 3.77834
O 1.04517 -4.22045 0.79515
H 1.54530 -3.50751 1.19996
H 0.96833 -4.05772 -0.15059
O -1.69686 4.34392 0.94004
H -1.88471 3.69845 1.64148
H -0.77120 4.65215 1.13188
O -1.71404 -1.69323 -0.59751
H -0.91422 -1.13413 -0.67194
H -1.94331 -1.76146 0.33863
O -0.90661 -4.24213 2.74905
H -0.46903 -4.92576 3.29536
H -0.30046 -4.27777 1.92862
```

=====

No. 7
Entry from the OMol25 dataset: a structure of composition C26H69B3F6N4O10S2Zn at a distorted geometry (wB97M-V/def2-TZVPD).

Calculated values
- Charge: -2
- Relative energy (zero: lowest compared OMol25 entry of this formula, charge and spin): 11.795 eV
- Orbital gap: 1.86 eV
- Molar mass: 873.8 g mol⁻¹
- E_LUMO: -0.05220 Ha

```
121
C26H69B3F6N4O10S2Zn wB97M-V/def2-TZVPD
Zn 2.33137 2.59216 -2.73223
B -0.02533 0.98715 -1.07636
H -0.74552 0.51426 -0.42679
H 0.98144 0.68437 -0.83352
H -0.22100 0.73503 -2.10708
H -0.00846 2.05658 -0.93395
B -3.93646 6.77610 -4.02090
H -4.72226 7.30488 -3.50403
H -4.38677 6.28793 -4.87128
H -3.23245 7.47353 -4.44774
H -3.51558 5.98307 -3.42237
B 4.59968 4.28960 -0.92274
H 4.97827 3.87434 -1.84386
H 5.20455 5.07334 -0.49365
H 3.61140 4.68997 -1.08777
H 4.45206 3.53605 -0.16470
C 7.10284 0.95883 -5.48110
F 6.70780 1.42874 -6.75532
F 8.33767 0.40791 -5.56688
F 7.23520 1.86594 -4.53240
S 5.80317 -0.44281 -4.92946
O 6.17176 -1.69175 -5.55909
O 5.97955 -0.57928 -3.51010
N 4.16007 0.21820 -5.14413
S 3.61722 -0.63929 -6.41815
O 2.28080 -0.12963 -6.85326
O 4.52646 -0.70269 -7.54070
C 3.27462 -2.40186 -5.72069
F 1.92593 -2.58889 -5.75706
F 3.94956 -3.24619 -6.54395
F 3.66654 -2.47077 -4.40152
C 0.69955 6.37111 -7.60913
C 1.63578 6.30510 -6.40859
C 1.99329 7.62278 -5.71175
O 1.03660 5.53613 -5.37557
H 0.91205 7.33873 -8.06372
H -0.38669 6.31689 -7.53667
H 1.06989 5.66368 -8.35109
H 2.51010 5.74439 -6.73911
H 1.16665 8.06398 -5.15487
H 2.36026 8.22977 -6.53939
H 2.83775 7.46339 -5.04124
H 0.14048 5.88043 -5.37988
C -6.19246 6.02904 0.51572
O -6.11597 4.76450 -0.03813
C -5.72924 3.75045 0.93081
C -5.95125 2.42309 0.18436
N -5.20610 2.51602 -1.09088
C -5.44632 1.25914 -1.80687
C -5.22413 1.39619 -3.25964
O -5.82310 2.58983 -3.74985
C -5.98035 2.40026 -5.20367
H -6.89236 6.56638 -0.12421
H -5.23182 6.51822 0.67687
H -6.81443 5.97660 1.40932
H -6.29034 3.79736 1.86412
H -4.66702 3.85758 1.15063
H -6.99065 2.25854 -0.09967
H -5.68323 1.65914 0.91418
H -4.24561 2.48915 -0.77970
H -6.40721 0.79881 -1.57690
H -4.81124 0.49179 -1.36422
H -5.55509 0.47077 -3.73097
H -4.16027 1.58896 -3.39797
H -5.02117 2.12630 -5.64303
H -6.18554 3.42002 -5.52940
H -6.82742 1.77328 -5.48200
C 3.80850 2.96019 7.63452
O 3.97151 2.00280 6.57263
C 2.74108 1.50019 6.15557
C 2.95852 0.71833 4.83492
N 3.85927 -0.43165 4.89654
C 4.06238 -0.99676 3.50504
C 5.14472 -2.08227 3.61220
O 6.34495 -1.68016 4.24328
C 7.30836 -2.77025 4.12089
H 3.52422 3.93133 7.22934
H 4.73739 3.19918 8.15234
H 3.14214 2.62962 8.43125
H 2.01172 2.29911 6.02195
H 2.47265 0.84517 6.98442
H 3.27217 1.44131 4.08191
H 2.04051 0.32864 4.39503
H 3.30309 -0.95210 5.55978
H 4.42360 -0.23581 2.81323
H 3.12346 -1.41202 3.13886
H 5.29814 -2.47407 2.60669
H 4.69488 -2.96263 4.07123
H 6.88706 -3.76386 4.27375
H 8.10274 -2.57503 4.84126
H 7.88676 -2.78154 3.19708
C -0.29342 -8.57377 4.19685
C -1.29899 -7.69281 3.47814
C -2.62745 -8.43503 3.46502
C -3.88985 -7.63501 3.09726
C -3.97394 -6.37063 4.02193
C -2.63642 -5.53638 4.10564
N -1.42988 -6.41333 4.23747
O -0.26325 -5.72983 4.37323
C -2.62106 -4.72997 2.82428
C -2.64600 -4.64295 5.33138
C -0.82549 -7.48926 2.03921
H -0.19846 -9.49308 3.61896
H -0.59933 -8.72360 5.23226
H 0.70650 -8.14574 4.26795
H -2.67648 -9.16557 2.65755
H -2.71008 -9.11928 4.30945
H -4.77331 -8.26267 3.21404
H -3.88373 -7.41074 2.03060
H -4.39645 -6.58963 5.00255
H -4.76924 -5.76703 3.58460
H -2.74873 -5.29376 1.90020
H -3.31239 -3.89110 2.74379
H -1.64781 -4.24103 2.78156
H -3.52975 -4.03696 5.13171
H -2.68897 -5.24740 6.23741
H -1.84322 -3.90962 5.40795
H -0.56344 -8.43594 1.56675
H 0.05719 -6.86980 1.88031
H -1.62796 -7.17847 1.37021
H -0.03588 -6.00992 5.26286
```

=====

No. 8
Entry from the OMol25 dataset: a structure of composition C35H35BrDyN4O2S5 (wB97M-V/def2-TZVPD).

Calculated values
- Charge: -1
- Relative energy (zero: lowest compared OMol25 entry of this formula, charge and spin): 0.312 eV
- Orbital gap (alpha / beta): 6.58 / 6.60 eV
- Molar mass: 946.4 g mol⁻¹
- E_LUMO (alpha / beta): 0.07718 / 0.07718 Ha
- Multiplicity: 6

```
83
C35H35BrDyN4O2S5 wB97M-V/def2-TZVPD
Dy -0.42679 0.03224 -0.43991
C -2.25488 1.46617 2.43179
N -1.30995 1.84460 1.37905
C -1.93693 2.80105 0.45832
C -0.07909 2.35871 1.95577
C -0.02363 3.64869 2.45410
C 1.17323 4.21233 2.86689
C 2.33380 3.46973 2.71513
C 2.28123 2.16563 2.25988
C 1.06441 1.52928 1.95468
N 0.91336 0.20787 1.55249
C 1.79205 -0.77910 1.91007
C 2.84512 -0.68400 2.84784
C 3.74321 -1.71677 3.05263
C 3.62021 -2.91678 2.36922
C 2.50139 -3.09790 1.56474
C 1.59061 -2.07932 1.35817
N 0.31108 -2.32399 0.71451
C -0.62466 -2.70616 1.78884
C 0.31326 -3.36247 -0.31484
H -2.57358 2.34281 3.01109
H -1.77354 0.75549 3.10404
H -3.12585 0.98976 1.98506
H -1.19143 3.16240 -0.24355
H -2.37263 3.66605 0.97301
H -2.73548 2.29658 -0.09170
H -0.93279 4.23776 2.49431
H 1.20087 5.22108 3.25782
H 3.29469 3.91889 2.93777
H 3.20693 1.64295 2.07081
H 2.93862 0.21281 3.43893
H 4.55249 -1.57791 3.76040
H 4.34409 -3.71170 2.49219
H 2.34241 -4.06509 1.10367
H -0.29312 -3.63623 2.26838
H -1.62536 -2.83495 1.38168
H -0.65123 -1.91365 2.53565
H 1.04614 -3.12830 -1.08601
H -0.67741 -3.39556 -0.76973
H 0.53206 -4.35903 0.08950
Br 5.20815 -2.27636 -4.62590
C 3.83061 -1.56304 -3.53464
C 2.69235 -1.03390 -4.11004
C 1.69472 -0.57635 -3.26460
N 1.76998 -0.63026 -1.93344
C 2.90819 -1.08419 -1.40642
C 3.96475 -1.56861 -2.16015
H 2.58039 -0.96351 -5.18189
H 0.80385 -0.13533 -3.68643
H 2.99289 -1.05392 -0.33004
H 4.86057 -1.93620 -1.68076
C 4.69360 3.35938 -2.29938
S 3.70884 2.45493 -3.53233
C 2.20695 3.35630 -3.42027
C 1.31598 3.23207 -2.40215
S 1.47868 2.24540 -1.01792
S -0.08104 4.31019 -2.56739
C 0.36371 5.10789 -4.03775
S -0.55573 6.26379 -4.75818
S 1.86619 4.54024 -4.66907
H 5.66650 2.87211 -2.24669
H 4.18545 3.29925 -1.33874
H 4.80775 4.39444 -2.61456
C -2.57229 -0.81091 0.20636
C -3.62208 -1.26331 0.63700
C -4.82253 -1.79431 1.20412
C -5.86184 -2.26995 0.39822
C -7.01311 -2.79079 0.96483
C -7.15172 -2.84814 2.34510
C -6.12804 -2.37624 3.15576
C -4.97476 -1.85361 2.59498
H -5.74948 -2.22103 -0.67701
H -7.80922 -3.15508 0.32699
H -8.05088 -3.25757 2.78819
H -6.23305 -2.41732 4.23325
H -4.17490 -1.48500 3.22447
C -1.85867 -1.89008 -3.60111
O -1.19529 -1.11055 -2.62654
C -1.25943 0.41772 -2.69996
O -1.72628 0.88952 -3.68931
H -1.12837 -2.43779 -4.20371
H -2.43907 -1.23764 -4.25367
H -2.52525 -2.59619 -3.10191
```